Entry from the Open Molecules 2025 dataset: a molecular structure, C21H32N10O2Se2Tl in a non-equilibrium geometry (ωB97M-V/def2-TZVPD).

Positions of all 68 atoms, in Å:
Tl1 12.9720 13.8543 8.0124
C1 10.5280 13.2936 10.5535
N1 11.0799 14.4101 11.2783
C2 10.0942 15.2131 12.0960
C3 10.9965 16.3106 12.5980
N2 12.3142 16.0778 12.0034
C4 13.1745 17.3090 11.9189
C5 12.3218 14.9763 11.1693
N3 13.2527 14.5446 10.3535
C6 14.6056 14.9390 10.5853
C7 15.4958 13.9596 9.7686
N4 15.1454 14.1643 8.4093
C8 16.0289 14.4343 7.4820
N5 17.1573 13.7056 7.1614
C9 17.3866 12.3775 7.7143
C10 17.4357 13.8761 5.7245
C11 16.8728 15.2622 5.4821
N6 15.7978 15.3084 6.4389
C12 14.9129 16.4972 6.5748
H1 9.7178 12.8688 11.1861
H2 11.2573 12.4837 10.4308
H3 10.1499 13.6229 9.5816
H4 9.7045 14.5651 12.8883
H5 9.2435 15.5782 11.4943
H6 11.1232 16.2681 13.6496
H7 10.6376 17.3005 12.3266
H8 13.0219 17.8379 10.9956
H9 14.2203 17.0626 11.9981
H10 12.9384 17.8698 12.7796
H11 14.9406 14.9425 11.6149
H12 14.8094 15.8937 10.1325
H13 15.3310 12.9108 10.0367
H14 16.5002 14.2760 9.9565
H15 17.4677 11.6641 6.8937
H16 16.5349 12.1856 8.3653
H17 18.2679 12.3092 8.3404
H18 16.9176 13.0855 5.1663
H19 18.5618 13.9045 5.5298
H20 16.5385 15.3975 4.4126
H21 17.6651 15.9598 5.7092
H22 15.4520 17.3880 6.1976
H23 14.5525 16.6635 7.5935
H24 14.0103 16.3813 5.9255
C13 11.9207 8.2151 9.4806
N7 11.0863 9.1643 8.7958
C14 11.4887 10.3527 8.2924
Se1 13.1427 11.1254 8.6476
N8 10.4668 10.9135 7.6105
C15 9.3073 10.1070 7.7870
C16 8.0099 10.3192 7.4331
C17 7.1287 9.2929 7.7164
C18 7.5355 8.1745 8.4509
C19 8.8472 7.9782 8.8248
C20 9.7166 8.9667 8.4541
H25 12.9683 8.4635 9.2667
H26 11.6853 7.2004 9.1290
H27 11.8285 8.2464 10.5829
H28 10.5082 11.7525 7.0873
H29 7.7760 11.2894 7.0397
H30 6.0769 9.3828 7.4392
H31 6.8351 7.3913 8.6824
H32 9.1174 7.1563 9.4571
O1 11.6430 13.0318 5.8868
N9 12.7257 13.0687 5.2783
O2 13.7401 13.5060 5.9257
Se2 10.6486 17.9581 8.6930
C21 11.1936 16.3180 8.4426
N10 11.3399 15.2032 8.1133

Cartesian forces (eV/Å) of the 3 atoms listed first:
0.0855 -0.6354 0.7384
0.0652 -0.5115 0.5115
-0.9073 0.3253 0.3592

LUMO energy = -2.985 eV
F_max = 3.1 eV Å⁻¹
HOMO energy = -0.386 Eh
M = 818.86 g/mol
total charge = +1
ΔE to the lowest compared entry with this formula, charge and spin = 0.307 eV


Entry from the Open Molecules 2025 dataset: 4 unconnected molecules or ions with the total composition C16H34NO14S2 in a non-equilibrium geometry (ωB97M-V/def2-TZVPD).

Positions of all 67 atoms, in Å:
C1 6.9800 -1.9251 1.3417
C2 6.9960 -1.1336 -0.0900
O1 7.2394 0.3086 -0.0229
C3 6.5086 0.9741 1.0605
S1 4.6494 0.7578 1.0365
O2 4.0294 2.1886 1.2850
O3 4.1272 -0.1045 2.2521
N1 3.9839 0.2144 -0.4860
S2 3.0513 -1.2523 -0.3003
C4 1.4588 -1.0348 0.6788
O4 2.6516 -1.7464 -1.7428
O5 3.8583 -2.4427 0.3306
H1 7.8390 -1.5122 2.0502
H2 7.2577 -3.0696 1.1438
H3 5.9491 -1.9390 1.8963
H4 6.0265 -1.4379 -0.7136
H5 7.9021 -1.5977 -0.7146
H6 6.9348 0.7388 2.1507
H7 6.7067 2.1442 0.9212
H8 1.5844 -1.6769 1.6756
H9 0.5066 -1.4966 0.1396
H10 1.3016 0.1029 0.9805
C5 -4.8025 -3.2300 -1.4290
C6 -4.1375 -3.1737 -0.0645
O6 -3.1450 -2.1402 -0.0259
C7 -3.6167 -0.8804 0.1456
O7 -4.7899 -0.5634 0.2753
O8 -2.5625 -0.0276 0.1198
C8 -2.9309 1.3478 0.2039
H11 -4.0507 -3.3200 -2.2206
H12 -5.4880 -4.0794 -1.4913
H13 -5.3682 -2.3153 -1.6319
H14 -3.6194 -4.1186 0.1253
H15 -4.8724 -3.0414 0.7381
H16 -3.5769 1.5356 1.0676
H17 -3.4236 1.6577 -0.7222
H18 -2.0174 1.9369 0.3246
C9 4.4884 1.5147 -3.3882
C10 5.9402 1.6100 -3.8247
O9 6.1195 2.6811 -4.7602
C11 6.1938 3.9236 -4.2218
O10 6.1303 4.1966 -3.0322
O11 6.3223 4.8158 -5.2349
C12 6.3249 6.1768 -4.8081
H19 3.8278 1.4457 -4.2594
H20 4.3314 0.6389 -2.7527
H21 4.1835 2.4049 -2.8293
H22 6.2249 0.6876 -4.3399
H23 6.6135 1.7219 -2.9669
H24 7.0718 6.3483 -4.0263
H25 5.3274 6.4584 -4.4585
H26 6.5798 6.8017 -5.6687
C13 -7.0686 -0.4614 2.1173
C14 -7.4122 -0.1348 3.5603
O12 -8.8315 -0.0344 3.7338
C15 -9.4945 -1.2129 3.8367
O13 -8.9913 -2.3262 3.8028
O14 -10.8184 -0.9438 3.9552
C16 -11.6430 -2.1072 3.9855
H27 -7.5396 0.2566 1.4370
H28 -5.9864 -0.4409 1.9624
H29 -7.4378 -1.4527 1.8368
H30 -6.9907 0.8408 3.8213
H31 -6.9835 -0.8677 4.2537
H32 -11.3079 -2.8138 4.7516
H33 -11.6530 -2.5813 2.9998
H34 -12.6621 -1.7943 4.2301

Cartesian forces (eV/Å) of the 3 atoms listed first:
0.5953 -0.6190 0.1958
0.2908 -2.5586 -0.6065
-1.6515 -0.4562 1.8344

LUMO energy = 1.967 eV
F_max = 8.1 eV Å⁻¹
HOMO energy = -0.216 Eh
M = 528.58 g/mol
total charge = -1
ΔE to the lowest compared entry with this formula, charge and spin = 2.269 eV


Entry from the Open Molecules 2025 dataset: a single C4H4N2 molecule in a non-equilibrium geometry (ωB97M-V/def2-TZVPD).

Positions of all 10 atoms, in Å:
C1 -0.7183 -0.7596 0.0544
C2 0.5832 -0.9142 -0.5048
C3 1.1371 0.3115 -0.2097
N1 0.3506 1.1762 0.5258
C4 -0.8244 0.4774 0.5866
N2 1.3925 1.5591 -0.6620
H1 -1.5080 -1.4183 0.0769
H2 0.9704 -1.8544 -0.9998
H3 -1.5536 0.9764 1.2563
H4 2.0378 2.2231 -0.2379

Cartesian forces (eV/Å) of the 3 atoms listed first:
1.2070 0.5419 0.0943
0.1956 -0.7863 -0.7450
1.2879 -0.3526 1.1173

LUMO energy = 0.535 eV
structure (SMILES) = c1cc2n(c1)N2
F_max = 3.3 eV Å⁻¹
HOMO energy = -0.306 Eh
M = 80.09 g/mol
ΔE to the lowest compared entry with this formula, charge and spin = 4.836 eV